A cluster of 2 separate species, C2H3F3 in total, computed with the ωB97M-V functional and the def2-TZVPD basis.

Each line ends with the Löwdin charge.
Atoms and positions in Å:
C (0.1235, 0.7086, 0.3765)  -0.17
C (-0.3850, -0.5849, -0.3809)  -0.38
F (1.4850, 0.6808, 0.4586)  -0.07
F (-0.7060, -0.3369, -1.6497)  0.08
F (-1.3301, -1.3099, 0.2092)  0.08
H (-0.2812, 0.7748, 1.4707)  0.16
H (-0.1651, 1.5109, -0.2323)  0.09
H (1.2588, -1.4434, -0.2523)  0.23

Computed properties:
DFT total energy = -377.47529 Ha
max |F| = 4.56 eV/A
energy above the lowest of the compared OMol25 structures with the same formula, charge and spin = 395.9 kJ/mol
HOMO-LUMO gap = 10.490 eV
spin multiplicity = 1
HOMO level = -0.373 hartree